# 1
The following is a DFT calculation (ωB97M-V with the def2-TZVPD basis set) of a molecular structure, C12H25BeN3OS5.

Summary:
E_LUMO   -5.606 eV
HOMO level   -13.900 eV
Net charge   +2

CARTESIAN COORDINATES (ANGSTROEM)
Be  0.02  0.36  -0.17
C  0.05  -2.04  3.98
C  -1.16  -2.39  3.14
S  -1.37  -1.42  1.59
C  -0.96  -2.64  0.30
C  0.52  -2.86  0.08
S  1.41  -1.33  -0.39
C  2.63  -1.13  0.95
C  2.07  -0.87  2.34
S  1.65  -2.46  3.19
H  0.02  -2.65  4.88
H  0.07  -0.99  4.26
H  -2.06  -2.19  3.72
H  -1.14  -3.44  2.85
H  -1.42  -2.26  -0.61
H  -1.44  -3.57  0.57
H  0.68  -3.56  -0.74
H  1.02  -3.25  0.97
H  3.25  -0.29  0.62
H  3.24  -2.03  0.95
H  1.18  -0.24  2.31
H  2.83  -0.39  2.95
C  0.75  0.51  -4.09
C  -0.72  0.08  -4.16
C  -1.40  0.18  -2.85
N  -0.80  0.40  -1.72
N  -1.62  0.48  -0.65
C  -2.89  0.34  -0.93
N  -3.88  0.41  -0.06
S  -3.13  0.05  -2.65
H  1.19  0.38  -5.07
H  1.30  -0.09  -3.37
H  0.84  1.56  -3.81
H  -0.78  -0.96  -4.50
H  -1.27  0.68  -4.89
H  -3.67  0.55  0.92
H  -4.84  0.31  -0.34
C  1.74  3.89  1.18
S  1.54  2.86  -0.30
C  0.28  3.87  -1.12
O  0.75  1.63  0.19
H  0.80  3.98  1.73
H  2.07  4.87  0.86
H  2.51  3.45  1.81
H  0.75  4.80  -1.43
H  -0.55  4.07  -0.46
H  -0.06  3.34  -2.01

=====

# 2
The following is a DFT calculation (ωB97M-V with the def2-TZVPD basis set) of a molecular structure, C25H56InO11SSi.

Summary:
E_LUMO   1.819 eV
HOMO level   -4.332 eV
Net charge   -1

CARTESIAN COORDINATES (ANGSTROEM)
C  -3.33  1.03  -0.89
Si  -4.70  -0.03  -0.23
C  -6.12  -0.13  -1.47
C  -5.36  0.70  1.37
O  -4.06  -1.52  -0.02
C  -4.33  -2.37  1.10
C  -3.77  -3.75  0.84
In  -1.63  -3.66  0.26
S  -0.55  -1.56  1.22
H  -2.56  1.18  -0.13
H  -2.85  0.48  -1.71
H  -3.69  1.99  -1.27
H  -6.40  -1.17  -1.61
H  -7.00  0.42  -1.13
H  -5.82  0.28  -2.43
H  -6.31  0.26  1.68
H  -4.64  0.60  2.19
H  -5.52  1.76  1.20
H  -5.42  -2.37  1.27
H  -3.85  -1.94  1.99
H  -3.88  -4.36  1.74
H  -4.33  -4.22  0.02
H  -0.73  -5.03  0.88
H  -1.43  -3.48  -1.49
H  -1.14  -1.48  2.42
O  1.77  -5.42  -0.57
C  2.54  -4.50  -0.53
O  3.86  -4.77  -0.30
C  4.84  -3.73  -0.28
C  4.94  -3.07  1.08
C  2.05  -3.08  -0.61
H  4.64  -3.00  -1.07
H  5.78  -4.22  -0.53
H  4.01  -2.58  1.36
H  5.74  -2.33  1.07
H  5.18  -3.81  1.84
H  1.73  -2.77  0.39
H  1.16  -3.08  -1.24
H  2.77  -2.36  -0.99
O  4.18  -5.39  6.03
C  3.63  -6.02  5.17
O  3.33  -5.42  4.00
C  2.83  -6.15  2.86
C  1.34  -6.37  2.90
C  3.21  -7.46  5.40
H  3.38  -7.09  2.75
H  3.10  -5.53  2.01
H  1.04  -6.99  3.75
H  1.02  -6.85  1.97
H  0.81  -5.42  2.96
H  2.23  -7.45  5.85
H  3.92  -7.90  6.10
H  3.17  -8.07  4.50
O  -5.97  3.19  -2.33
C  -5.35  3.77  -3.17
O  -4.03  3.98  -2.95
C  -3.13  4.48  -3.95
C  -3.15  5.99  -4.02
C  -5.99  4.32  -4.43
H  -3.33  4.02  -4.92
H  -2.16  4.13  -3.62
H  -4.12  6.38  -4.35
H  -2.39  6.35  -4.72
H  -2.96  6.41  -3.04
H  -6.36  5.32  -4.20
H  -6.83  3.68  -4.67
H  -5.32  4.39  -5.28
O  -5.73  7.78  -1.74
C  -5.06  8.34  -0.93
O  -3.76  8.58  -1.22
C  -2.92  9.41  -0.42
C  -2.29  8.65  0.73
C  -5.60  8.72  0.43
H  -3.47  10.29  -0.07
H  -2.15  9.76  -1.11
H  -3.04  8.28  1.43
H  -1.60  9.29  1.28
H  -1.74  7.79  0.35
H  -5.47  7.86  1.09
H  -6.66  8.91  0.33
H  -5.11  9.58  0.89
O  8.26  -3.65  1.00
C  8.60  -2.61  0.50
O  8.03  -2.26  -0.68
C  8.22  -0.98  -1.28
C  9.48  -0.91  -2.12
C  9.65  -1.72  1.12
H  8.19  -0.19  -0.52
H  7.34  -0.85  -1.91
H  10.37  -1.05  -1.51
H  9.55  0.05  -2.62
H  9.46  -1.70  -2.88
H  10.63  -2.06  0.76
H  9.61  -1.87  2.19
H  9.54  -0.67  0.89